No. 1
20
Properties=species:S:1:pos:R:3:mulliken_charge:R:1 method="wB97M-V/def2-TZVPD" smiles=CCN[C@H](C)CO energy_ev=-8932.3313 gap_ev=9.496 homo_energy_ev=-8.5
O 1.86 1.01 0.13 -0.55
N -1.14 -0.39 -0.16 -0.45
C -0.10 -0.53 -2.40 -1.23
C -1.41 0.42 1.05 -0.51
C 1.39 -0.29 -0.28 -0.53
C 0.01 -0.03 -0.95 0.36
C -0.85 -0.18 2.36 -0.99
H -1.11 -1.24 2.38 0.32
H -0.52 0.27 -3.02 0.27
H -1.36 0.39 3.13 0.34
H 0.21 0.04 2.40 0.24
H 2.13 -0.72 -0.94 0.32
H -0.86 -1.31 -2.43 0.34
H -1.14 -1.33 0.22 0.26
H 0.82 -0.87 -2.88 0.34
H -1.10 1.46 0.89 0.28
H 0.01 1.06 -1.02 0.21
H 2.59 1.01 0.76 0.29
H 1.31 -0.93 0.59 0.28
H -2.49 0.66 1.02 0.41

=====

No. 2
20
Properties=species:S:1:pos:R:3:mulliken_charge:R:1 method="wB97M-V/def2-TZVPD" energy_ev=-8932.0525 gap_ev=8.920 homo_energy_ev=-8.2
O -0.77 -4.25 2.89 -0.64
N -1.06 1.54 -0.52 -0.29
C 2.67 0.79 -0.21 -1.11
C 0.26 -0.16 -1.67 -1.05
C 1.27 1.25 0.18 -0.42
C -2.22 0.81 0.01 -0.85
C 0.22 0.91 -0.58 0.51
H -2.23 -0.23 -0.31 0.28
H -1.03 2.52 -0.30 0.24
H 2.67 -0.14 -0.75 0.28
H 3.26 0.47 0.67 0.34
H 0.94 -0.99 -1.54 0.38
H 0.40 0.25 -2.67 0.24
H -2.43 0.94 1.07 0.26
H -0.95 -3.42 3.30 0.32
H -0.79 -0.48 -1.64 0.29
H 1.31 2.08 0.87 0.33
H 3.12 1.51 -0.88 0.26
H -3.02 1.26 -0.59 0.32
H -1.62 -4.66 2.68 0.32

=====

No. 3
20
Properties=species:S:1:pos:R:3:mulliken_charge:R:1 method="wB97M-V/def2-TZVPD" smiles="CC[C@H](C)O.C=N" energy_ev=-8930.8914 gap_ev=8.529 homo_energy_ev=-8.2
O 1.88 0.15 -0.44 -0.71
N 0.50 -0.72 -2.37 -0.40
C -0.65 0.72 0.38 -0.66
C -1.73 -0.25 0.83 -1.09
C -0.44 0.15 -2.45 -0.48
C 0.98 -0.14 0.51 0.32
C 1.47 0.17 1.90 -1.45
H -1.93 -1.00 0.06 0.27
H 0.23 -1.70 -2.46 0.22
H 1.78 1.21 1.96 0.35
H 1.44 -0.31 -1.44 0.45
H -2.67 0.26 1.06 0.37
H -0.98 1.32 -0.46 0.39
H 0.70 -0.02 2.65 0.32
H 0.60 -1.17 0.43 0.30
H -1.46 -0.08 -2.74 0.34
H -0.14 1.18 -2.38 0.40
H -1.43 -0.79 1.73 0.28
H 2.34 -0.45 2.12 0.39
H -0.48 1.49 1.14 0.37

=====

No. 4
20
Properties=species:S:1:pos:R:3:mulliken_charge:R:1 method="wB97M-V/def2-TZVPD" smiles=CN[C@H](C)CCO energy_ev=-8932.5379 gap_ev=9.922 homo_energy_ev=-8.9
O 0.00 3.39 -0.22 -0.51
N -0.02 -0.69 1.04 -0.40
C 0.63 -1.26 -1.34 -1.38
C -0.33 2.10 0.32 -0.44
C -0.46 -2.10 1.31 -0.87
C 0.11 1.10 -0.75 -1.12
C -0.18 -0.36 -0.38 0.45
H 0.29 1.96 1.22 0.26
H -0.37 4.06 0.36 0.30
H -0.72 -2.12 2.37 0.30
H 1.61 -1.51 -0.90 0.36
H 0.37 -2.78 1.19 0.29
H 0.93 -0.73 -2.23 0.39
H -1.26 -0.46 -0.52 0.32
H -1.37 2.02 0.64 0.34
H 0.20 -2.25 -1.42 0.36
H -0.30 1.43 -1.70 0.39
H 0.96 -0.68 1.29 0.28
H 1.18 1.22 -0.87 0.36
H -1.25 -2.34 0.61 0.33

=====

No. 5
20
Properties=species:S:1:pos:R:3:mulliken_charge:R:1 method="wB97M-V/def2-TZVPD" smiles="CC(C)=C(C)N.O" energy_ev=-8931.8207 gap_ev=8.291 homo_energy_ev=-7.4
O -3.58 -3.28 4.64 -0.64
N 2.09 0.35 -2.31 -0.51
C -0.93 0.37 -1.75 -1.25
C 2.32 0.42 0.26 -1.21
C 1.50 0.49 -1.05 0.44
C 0.24 0.95 -1.00 0.46
C -0.34 1.57 0.30 -1.54
H 1.48 0.26 -3.12 0.25
H 2.87 -0.52 0.33 0.41
H 2.75 1.38 0.41 0.30
H 0.34 2.31 0.74 0.36
H -1.17 2.12 -0.13 0.45
H -1.50 1.07 -2.38 0.25
H -4.06 -4.01 5.05 0.32
H -3.61 -3.44 3.69 0.32
H -0.53 -0.46 -2.32 0.45
H -1.57 -0.16 -0.97 0.27
H 2.77 -0.40 -2.37 0.23
H 1.58 0.20 1.01 0.30
H -0.63 0.77 0.98 0.33

=====

No. 6
20
Properties=species:S:1:pos:R:3:mulliken_charge:R:1 method="wB97M-V/def2-TZVPD" energy_ev=-8929.8374 gap_ev=9.803 homo_energy_ev=-8.9
O -0.98 -1.06 0.29 -0.45
N 1.67 1.36 -0.34 -0.32
C 0.14 -0.54 -0.43 -0.03
C -3.41 -1.44 -1.62 -0.91
C 1.60 0.67 2.05 -1.08
C 2.47 1.04 0.86 -0.35
C 0.38 0.78 -0.45 -0.42
H -0.49 1.42 -0.31 0.31
H 0.89 -1.24 -0.78 0.36
H 2.22 1.26 -1.18 0.27
H -3.55 -1.25 -0.57 0.23
H -2.35 -1.40 -1.88 0.17
H 0.81 1.42 2.18 0.31
H -3.97 -0.66 -2.14 0.30
H 3.20 0.26 0.64 0.25
H -3.86 -2.38 -1.92 0.28
H 3.06 1.91 1.13 0.35
H -1.25 -0.56 -0.54 0.04
H 1.26 -0.35 2.04 0.30
H 2.15 0.77 2.98 0.39

=====

No. 7
20
Properties=species:S:1:pos:R:3:mulliken_charge:R:1 method="wB97M-V/def2-TZVPD" smiles="C=C(N)CCC.O" energy_ev=-8932.7919 gap_ev=9.081 homo_energy_ev=-8.4
O -1.74 1.12 -4.92 -0.64
N 0.74 2.29 1.50 -0.56
C -0.16 0.04 1.32 -0.59
C 0.81 1.08 0.77 0.80
C -0.49 -2.47 1.23 -1.29
C 1.79 0.85 -0.11 -1.22
C -0.46 -1.17 0.42 -0.12
H -1.39 0.66 -4.15 0.31
H 1.85 -0.07 -0.66 0.23
H -0.94 -2.27 2.20 0.34
H -1.00 0.96 -5.53 0.32
H 0.47 -2.97 1.41 0.32
H 2.53 1.61 -0.35 0.25
H 0.33 -0.28 2.25 0.29
H 1.15 3.07 0.99 0.26
H -1.08 0.57 1.58 0.27
H -1.07 -3.25 0.72 0.36
H -0.21 2.50 1.77 0.24
H 0.29 -1.19 -0.36 0.13
H -1.42 -1.07 -0.07 0.30

=====

No. 8
20
Properties=species:S:1:pos:R:3:mulliken_charge:R:1 method="wB97M-V/def2-TZVPD" smiles=C[C@H]1CCCN1.O energy_ev=-8932.9416 gap_ev=9.488 homo_energy_ev=-8.5
O -5.41 3.46 0.29 -0.64
N 1.49 -0.91 -1.15 -0.47
C 1.76 -0.75 0.28 0.46
C 0.01 -1.08 -1.37 -0.55
C 0.42 -0.26 0.78 -0.77
C -0.57 -1.12 0.02 -0.61
C 2.86 0.23 0.58 -1.55
H -0.63 -2.14 0.42 0.27
H 1.97 -1.69 -1.56 0.29
H -0.34 -0.21 -1.93 0.24
H 2.72 1.22 0.13 0.32
H -0.12 -1.97 -1.96 0.33
H -6.02 4.08 -0.13 0.32
H 0.37 0.71 0.27 0.30
H -6.02 2.81 0.66 0.32
H 2.13 -1.69 0.70 0.24
H 0.31 -0.08 1.85 0.41
H 3.82 -0.21 0.30 0.36
H 2.84 0.40 1.64 0.35
H -1.61 -0.81 0.20 0.38

=====

No. 9
20
Properties=species:S:1:pos:R:3:mulliken_charge:R:1 method="wB97M-V/def2-TZVPD" smiles="CC=O.CCNC" energy_ev=-8932.7619 gap_ev=9.540 homo_energy_ev=-8.5
O -1.76 0.59 0.75 -0.51
N 0.87 -0.63 1.32 -0.45
C -1.80 1.53 -1.45 -1.04
C -1.97 0.46 -0.42 0.20
C 1.76 0.87 -0.38 -1.23
C 0.39 -1.95 1.69 -0.90
C 1.19 -0.51 -0.08 -0.17
H 1.05 1.64 -0.11 0.22
H -1.41 2.44 -1.00 0.30
H 0.18 -1.97 2.75 0.33
H 0.30 -0.69 -0.73 0.10
H 0.15 0.05 1.56 0.33
H 2.67 1.02 0.21 0.39
H -2.34 -0.50 -0.84 0.38
H 1.18 -2.68 1.48 0.32
H -2.76 1.73 -1.92 0.39
H 1.93 -1.28 -0.32 0.46
H -0.51 -2.26 1.14 0.28
H -1.12 1.18 -2.23 0.28
H 2.01 0.96 -1.43 0.34

=====

No. 10
20
Properties=species:S:1:pos:R:3:mulliken_charge:R:1 method="wB97M-V/def2-TZVPD" s2=0.7648 energy_ev=-8924.6204 gap_ev="10.193 / 8.213" spin_multiplicity=2 charge=+1 homo_energy_ev="-14.0 / -14.9"
O 1.83 -1.75 -1.77 -0.59
N 0.05 -1.06 1.02 -0.15
C -0.53 -0.64 2.35 -0.88
C 0.07 -0.07 0.07 0.62
C -0.98 0.03 -0.83 -0.17
C -1.40 1.39 -1.25 -1.17
C 1.12 0.96 0.31 -1.36
H -1.48 -0.85 -1.22 0.44
H -2.49 1.43 -1.33 0.36
H 2.79 -1.84 -1.87 0.30
H -1.19 2.07 -0.43 0.34
H 0.10 0.10 2.80 0.33
H 1.50 1.28 -0.66 0.36
H 1.59 -1.76 -2.70 0.31
H -0.58 -1.52 2.92 0.40
H -1.53 -0.25 2.20 0.33
H -0.43 -1.90 0.72 0.36
H -0.94 1.82 -2.13 0.35
H 1.79 0.64 1.10 0.39
H 0.70 1.89 0.71 0.42

=====

No. 11
20
Properties=species:S:1:pos:R:3:mulliken_charge:R:1 method="wB97M-V/def2-TZVPD" s2=0.7542 energy_ev=-8923.6830 gap_ev="10.942 / 6.010" spin_multiplicity=2 charge=+1 homo_energy_ev="-14.2 / -14.2"
O 0.20 1.43 -2.07 -0.49
N 0.74 -1.04 0.06 0.10
C 0.12 -2.20 -0.55 -0.82
C 0.06 -0.02 0.99 0.41
C -0.52 -0.84 2.10 -1.56
C -0.76 1.01 0.22 -0.78
C 0.22 1.81 -0.70 -0.39
H 0.84 0.58 1.45 0.30
H 1.58 -1.41 0.50 0.37
H -1.21 -1.62 1.74 0.34
H -0.39 -2.79 0.21 0.35
H -0.66 -1.94 -1.28 0.32
H -1.11 1.71 0.97 0.38
H -1.30 -0.35 2.70 0.37
H -0.10 0.53 -2.14 0.29
H 0.85 -2.72 -1.16 0.40
H 0.11 -1.26 2.88 0.41
H -0.05 2.87 -0.66 0.36
H -1.52 0.63 -0.47 0.35
H 1.26 1.70 -0.37 0.30

=====

No. 12
20
Properties=species:S:1:pos:R:3:mulliken_charge:R:1 method="wB97M-V/def2-TZVPD" s2=0.7535 energy_ev=-8923.5286 gap_ev="8.391 / 5.692" spin_multiplicity=2 charge=+1 homo_energy_ev="-13.7 / -13.6"
O 1.48 2.44 3.24 -0.65
N 2.30 0.14 0.50 -0.64
C -3.09 -1.46 -1.19 -1.06
C -1.98 -0.54 -1.49 0.02
C -0.63 -0.87 -1.51 -0.12
C 0.39 0.09 -1.02 -0.53
C 0.87 -0.24 0.41 -0.56
H -2.18 0.51 -1.73 0.39
H -3.39 -1.91 -2.15 0.34
H -3.98 -0.94 -0.87 0.36
H 0.02 1.11 -1.02 0.36
H -0.25 -1.82 -1.87 0.43
H 2.80 -0.49 -0.11 0.26
H 2.61 -0.20 1.41 0.25
H 0.36 0.32 1.21 0.38
H 1.22 0.04 -1.72 0.38
H -2.79 -2.23 -0.47 0.35
H 2.19 2.13 3.79 0.32
H 0.70 -1.28 0.66 0.39
H 1.71 2.54 2.30 0.33